The following is a quantum chemistry calculation of an isolated molecule of C26H34N4O4S, from the Open Molecules 2025 dataset.

Calculated values
SMILES string	O=C(NCC(=O)N(CCN1CCOCC1)[C@H](C(=O)NC1CCCC1)c1ccccc1)c1cccs1
orbital gap	9.335	eV
relative energy (zero: lowest compared OMol25 entry of this formula, charge and spin)	194.9	kJ/mol
lowest unoccupied orbital energy	0.0232	Ha
DFT total energy	-1929.369405	Eh

Cartesian coordinates (Å):
S (-1.1697, 1.0557, 7.3655)
O (-0.2133, -1.0258, 5.5123)
O (3.1952, -3.3750, -3.9499)
O (-0.2697, 0.7045, 1.3190)
O (1.7755, 0.7074, -0.8955)
N (0.4040, 0.3225, 3.8078)
N (2.3898, -2.7358, -1.3126)
N (-0.2873, 1.4148, -1.5009)
N (0.3372, -1.3183, 0.5477)
C (-0.1393, 0.0914, 5.0290)
C (0.9683, -2.6117, 0.6923)
C (2.4031, -2.5979, 0.1338)
C (3.1631, -2.0394, -3.4996)
C (0.0431, 2.8199, -1.6235)
C (0.0190, -0.9187, -0.8203)
C (2.4581, -4.1151, -1.7597)
C (-1.7735, -1.1874, -2.5256)
C (-3.0945, -1.3137, -2.9116)
C (-1.8711, 4.1329, -0.9507)
C (-0.5296, 3.6174, -0.4397)
C (-1.4859, 2.7317, 7.5210)
C (-2.4449, -1.1032, -0.2273)
C (0.2184, -0.3988, 1.5200)
C (-3.7681, -1.2332, -0.6154)
C (-4.0972, -1.3368, -1.9553)
C (0.5865, 0.5077, -1.0453)
C (-0.5895, 1.2872, 5.7519)
C (3.4028, -1.9437, -1.9935)
C (-0.6145, 3.4154, -2.8847)
C (-1.4333, -1.0765, -1.1787)
C (-1.1666, 3.4300, 6.3967)
C (0.7082, -0.7671, 2.9170)
C (-0.6531, 2.6041, 5.3802)
C (-1.5549, 4.5220, -2.3927)
C (2.2375, -4.1506, -3.2728)
H (4.4200, -2.3035, -1.7646)
H (2.3389, -5.1677, -3.6550)
H (-1.2706, 1.1984, -1.4272)
H (-0.6160, 2.9842, 0.4412)
H (0.3675, -3.3410, 0.1407)
H (-5.1296, -1.4379, -2.2547)
H (0.1286, 3.7994, -3.5810)
H (3.3024, -0.9041, -1.6773)
H (-2.2035, -1.0176, 0.8205)
H (3.9448, -1.5126, -4.0482)
H (0.6268, -1.5644, -1.4678)
H (-4.5442, -1.2526, 0.1352)
H (-0.9911, -1.1699, -3.2711)
H (-1.8928, 3.1108, 8.4374)
H (-2.4476, 4.6081, -3.0105)
H (-0.3496, 2.9784, 4.4186)
H (2.9915, -3.3954, 0.6119)
H (-1.1778, 2.6339, -3.3963)
H (2.8565, -1.6373, 0.3863)
H (0.2136, -1.6634, 3.3069)
H (3.4391, -4.5656, -1.5259)
H (1.7907, -0.9435, 2.8855)
H (1.2258, -3.7759, -3.4960)
H (0.9797, -2.9017, 1.7410)
H (1.6788, -4.6977, -1.2638)
H (-1.0390, 5.4831, -2.4043)
H (2.1867, -1.5898, -3.7374)
H (0.1276, 4.4556, -0.2075)
H (-3.3431, -1.3988, -3.9591)
H (1.1334, 2.8683, -1.6536)
H (0.2566, 1.2055, 3.3364)
H (-1.2930, 4.4932, 6.2960)
H (-2.6163, 3.3356, -0.9292)
H (-2.2489, 4.9700, -0.3659)

Forces on atoms 1 to 3 (eV/Å):
0.09 0.41 -0.41
-0.08 -0.13 0.15
0.11 -0.08 -0.08